[1]
Entry from OMol25: a structure of composition C52H68BrN3O5P2Pt (ωB97M-V/def2-TZVPD).

Total charge: +2
Expectation value of S²: 6.117
Multiplicity: 5
Orbital gap (alpha / beta) (Ha): 0.230 / 0.233
HOMO energy (alpha / beta) (eV): -11.92 / -12.62

Each line ends with the Mulliken charge.
Cartesian coordinates (Å):
Pt -0.57658 0.17861 0.08161  3.407
C -1.39039 0.71986 4.76299  -1.466
C -0.93009 1.25574 3.40503  2.212
C -0.21665 2.59539 3.61801  -1.828
P 0.06947 0.08799 2.34643  0.551
C 0.01424 -1.54169 3.21768  0.257
C -1.31936 -2.24780 3.01793  -1.184
C 1.17712 -2.45027 2.83089  -1.555
C 1.80291 0.59590 2.55325  0.047
C 2.27845 0.75642 3.84665  -0.235
C 3.56842 1.20243 4.12643  0.634
C 4.04311 1.38772 5.53518  -1.773
C 4.40367 1.50042 3.04098  -1.173
C 3.98880 1.28734 1.75166  -0.332
C 2.69122 0.78539 1.46070  -0.840
N 2.31920 0.49284 0.19001  1.208
C 3.37205 0.24237 -0.71350  -0.415
C 3.40785 0.90379 -1.95238  -0.250
C 2.39176 1.94910 -2.30408  -0.735
C 4.42507 0.62088 -2.85172  -0.796
C 5.40624 -0.32458 -2.58166  0.533
C 6.51058 -0.61213 -3.55730  -1.646
C 5.32647 -1.00560 -1.37160  -1.041
C 4.33956 -0.74742 -0.43244  1.484
C 4.29422 -1.60063 0.80596  -1.533
H -2.00017 1.48864 5.24095  0.512
H -0.54988 0.52561 5.43105  0.267
H -1.99329 -0.18292 4.69937  0.368
H -1.82027 1.42592 2.79383  -0.846
H 0.46147 2.53565 4.46876  0.541
H -0.95335 3.36914 3.83082  0.585
H 0.36709 2.91325 2.75797  0.025
H 0.12584 -1.27985 4.27352  1.020
H -1.40241 -2.56954 1.98222  -0.382
H -2.17429 -1.61714 3.23870  -0.054
H -1.36843 -3.12900 3.66091  0.717
H 1.21582 -2.60415 1.75493  0.016
H 1.04321 -3.42409 3.30756  0.693
H 2.13215 -2.04938 3.16689  0.296
H 1.62375 0.54433 4.68496  0.183
H 3.26877 1.13595 6.25755  0.395
H 4.34852 2.42133 5.70596  0.377
H 4.91333 0.76004 5.73430  0.385
H 5.39685 1.89192 3.22559  0.452
H 4.65171 1.50648 0.92476  0.638
H 2.62061 2.89132 -1.80350  0.351
H 1.39086 1.64622 -1.98447  -0.369
H 2.39082 2.13653 -3.37770  0.639
H 4.45225 1.16029 -3.79228  0.431
H 6.31415 -0.15695 -4.52648  0.402
H 6.63815 -1.68548 -3.69956  0.387
H 7.46039 -0.21969 -3.18966  0.324
H 6.05583 -1.77800 -1.15212  0.511
H 4.77174 -2.55987 0.61123  0.579
H 3.27099 -1.78785 1.11980  -0.046
H 4.81773 -1.13702 1.64534  0.324
C -3.14697 0.28270 -4.02006  -1.396
C -1.91544 -0.57889 -4.12230  2.019
C -1.82968 -1.43382 -5.21591  -0.840
C -0.66736 -2.21643 -5.47928  -1.193
C 0.27069 -2.33144 -4.53115  -1.478
C 0.08709 -1.73836 -3.15663  2.243
C 1.44755 -1.39726 -2.59356  -1.752
C -0.88793 -0.57966 -3.17253  -1.854
N -0.78348 0.41942 -2.20790  0.950
C -0.93924 1.65938 -2.55819  0.709
C -0.77380 2.15327 -3.96383  -2.366
C -1.16712 2.68933 -1.50265  1.399
C -1.52867 4.06610 -1.98047  -2.280
N -1.08981 2.36890 -0.26307  0.570
C -1.24683 3.43771 0.70198  -0.652
C -0.15725 4.27420 0.95855  -0.086
C 1.18608 4.02602 0.34037  -0.769
C -0.33214 5.35394 1.81547  -0.663
C -1.55919 5.60528 2.40500  -1.384
C -2.62140 4.75534 2.14835  -0.924
C -2.48661 3.66186 1.29807  1.066
C -3.68533 2.79989 1.01152  -1.205
H -3.23196 0.95890 -4.87252  0.503
H -3.16772 0.87128 -3.10681  -0.480
H -4.02842 -0.36049 -4.03288  0.558
H -2.64786 -1.45033 -5.92529  0.564
H -0.56205 -2.71241 -6.43451  0.509
H 1.15580 -2.94108 -4.66484  0.548
H 2.04395 -2.30583 -2.49187  0.743
H 1.40114 -0.90031 -1.63457  -0.946
H 1.95748 -0.74440 -3.30199  0.900
H -0.36420 1.37671 -4.60376  0.284
H -0.08497 2.99945 -3.95493  0.676
H -1.70489 2.50790 -4.40746  0.433
H -2.26449 4.00081 -2.78147  0.540
H -0.65279 4.57340 -2.39060  0.393
H -1.92877 4.67701 -1.17788  0.489
H 1.41606 2.96233 0.30053  -0.366
H 1.96674 4.52772 0.91108  0.751
H 1.23064 4.41438 -0.68085  0.393
H 0.51197 6.00182 2.01680  0.528
H -1.68662 6.45423 3.06303  0.372
H -3.58493 4.94009 2.60687  0.453
H -4.50394 3.06665 1.67747  0.592
H -3.45566 1.74235 1.15212  -0.125
H -4.03043 2.92550 -0.01798  0.299
C -4.92744 -0.65376 1.72676  -0.777
O -3.52264 -0.57316 1.40622  -0.008
P -2.91085 -0.46861 -0.05848  0.480
O -3.41224 -1.76878 -0.83810  -0.366
C -3.57748 -3.08238 -0.26447  -0.878
O -3.68748 0.65181 -0.87217  0.237
C -5.08130 0.59985 -1.24992  -1.168
H -5.46586 -1.26359 1.00299  0.351
H -5.34833 0.34967 1.75798  0.225
H -4.99826 -1.11056 2.71003  0.223
H -3.35122 -3.79960 -1.04810  0.262
H -4.61044 -3.20684 0.05556  0.411
H -2.90962 -3.23784 0.57776  0.347
H -5.18324 1.17517 -2.16562  0.380
H -5.68279 1.05749 -0.46760  0.345
H -5.39603 -0.42585 -1.42876  0.295
Br -1.03879 -9.13339 0.09582  -0.130
C -0.83029 -7.30943 -0.30298  -0.083
C -0.56248 -6.41238 0.72355  -0.776
C -0.41128 -5.07142 0.42495  -0.078
C -0.52464 -4.62185 -0.88870  0.160
C -0.78485 -5.53607 -1.90970  -0.424
C -0.94154 -6.87946 -1.61847  -0.753
C -0.35023 -3.17834 -1.17820  -0.084
O -0.52469 -2.90742 -2.46319  -0.296
O -0.11529 -2.33916 -0.32031  0.218
H -0.47034 -6.76721 1.74047  0.492
H -0.19188 -4.36575 1.21158  0.441
H -0.86844 -5.19527 -2.93172  0.494
H -1.14456 -7.59283 -2.40454  0.482

[2]
Entry from OMol25: a structure of composition C52H68GeN6O4P3Ru (ωB97M-V/def2-TZVPD).

Total charge: -1
Energy relative to the best compared isomer or geometry (same formula, charge and spin) (kJ/mol): 83.2
Orbital gap (alpha / beta) (Ha): 0.257 / 0.257
HOMO energy (alpha / beta) (eV): -5.29 / -5.29

Each line ends with the Mulliken charge.
Cartesian coordinates (Å):
Ru 0.95470 0.75474 0.95167  0.059
C 2.36996 -2.57052 4.52849  -1.825
C 2.41775 -1.24514 3.76674  0.093
C 3.65553 -1.20085 2.86740  -0.589
P 0.91882 -0.81285 2.74654  2.060
C 0.31162 -2.47032 2.20313  -3.175
N -0.31764 -2.49069 0.91333  0.374
Ge -0.47040 -0.75932 -0.37542  0.770
N 0.63940 -1.02171 -2.03635  0.970
C 1.77346 -0.16507 -2.25854  -0.777
P 2.64240 0.35920 -0.70997  0.564
C 3.83776 -1.05026 -0.42287  1.193
C 4.95081 -1.24637 -1.44821  -1.851
C 3.03969 -2.34584 -0.25509  -2.555
C 3.69619 1.76796 -1.33080  0.869
C 2.95122 3.08778 -1.07430  -1.081
C 4.12906 1.70068 -2.79424  -1.540
C 0.55131 -2.20802 -2.69868  0.443
C 1.40337 -2.65516 -3.72572  -0.267
C 1.30585 -3.94376 -4.22617  -0.782
C 0.36862 -4.83035 -3.72478  -1.219
C -0.54038 -4.37992 -2.77397  -0.339
C -0.48525 -3.08145 -2.30881  -0.174
N -1.50500 -2.48654 -1.44692  1.585
C -1.97660 -3.45242 -0.46930  -0.089
C -3.02632 -4.32828 -0.65804  -0.113
C -3.26740 -5.35863 0.24643  -1.217
C -2.41991 -5.50828 1.33106  -0.945
C -1.41610 -4.58502 1.57267  -0.714
C -1.20041 -3.49467 0.70576  0.314
C -2.57925 -1.91207 -2.24425  0.208
C -3.23838 -2.59160 -3.25263  -0.295
C -4.36479 -2.04883 -3.85505  -1.248
C -4.83709 -0.82429 -3.40460  -0.604
C -4.12781 -0.09905 -2.46701  -0.814
C -2.92070 -0.58323 -1.93161  0.220
N -2.05941 0.12340 -1.15595  0.699
C -2.09500 1.57628 -1.10951  -1.486
P -0.65049 2.38441 -2.00235  1.444
C -0.96843 4.20223 -1.66659  0.390
C -0.67317 4.53614 -0.20584  -1.413
C -2.34353 4.72913 -2.07051  -1.599
C -1.01724 2.41294 -3.86065  -0.020
C -2.41021 1.99720 -4.30939  -1.563
C 0.02336 1.56952 -4.60641  -1.285
C -0.24544 -0.24750 4.12268  1.332
C -0.01147 -0.85883 5.50238  -2.178
C -1.74299 -0.41868 3.85483  -2.269
H 3.14737 -2.57141 5.29484  0.438
H 2.56720 -3.40614 3.85632  0.406
H 1.41333 -2.74772 5.01332  0.302
H 2.49180 -0.40975 4.46978  0.745
H 3.67621 -2.06685 2.20128  0.168
H 4.57213 -1.20653 3.46133  0.518
H 3.63426 -0.29762 2.26010  -0.712
H -0.35460 -2.83649 2.99759  1.070
H 1.19633 -3.12314 2.19021  0.828
H 1.46057 0.76958 -2.72566  -1.520
H 2.52050 -0.63383 -2.89815  0.392
H 4.30525 -0.80736 0.53742  0.453
H 4.54647 -1.44407 -2.44285  0.240
H 5.54391 -2.11658 -1.15754  0.517
H 5.61977 -0.38683 -1.49586  0.423
H 2.70776 -2.72536 -1.22278  0.240
H 2.15366 -2.18699 0.36132  0.644
H 3.65904 -3.11812 0.20845  0.686
H 4.58273 1.75083 -0.68829  0.946
H 2.13670 3.20390 -1.79227  -0.088
H 3.62437 3.94259 -1.15997  0.607
H 2.51982 3.10809 -0.07215  -0.235
H 3.27763 1.85882 -3.45759  0.082
H 4.60360 0.75826 -3.06062  0.325
H 4.84474 2.50394 -2.97924  0.476
H 2.14305 -1.99507 -4.15645  0.477
H 1.97987 -4.25276 -5.01607  0.401
H 0.31112 -5.84540 -4.09450  0.399
H -1.29382 -5.05717 -2.39571  0.531
H -3.66580 -4.23293 -1.52199  0.588
H -4.07907 -6.05247 0.07316  0.458
H -2.54130 -6.35093 2.00133  0.374
H -0.77558 -4.72007 2.43389  0.502
H -2.86802 -3.55101 -3.58660  0.553
H -4.87698 -2.58917 -4.63994  0.406
H -5.75443 -0.41479 -3.81049  0.418
H -4.50384 0.86243 -2.14750  0.571
H -1.92834 1.91473 -0.08101  -0.441
H -3.05338 1.95699 -1.45604  0.425
H -0.21111 4.70191 -2.28359  0.594
H -1.52212 4.29254 0.43406  0.255
H -0.44984 5.59792 -0.08213  0.606
H 0.17883 3.96875 0.16017  -0.028
H -3.12547 4.28568 -1.45057  0.268
H -2.57440 4.53115 -3.11795  0.349
H -2.37601 5.81135 -1.92152  0.450
H -0.85952 3.45970 -4.14134  0.776
H -2.57381 0.94092 -4.11842  0.233
H -2.50864 2.15963 -5.38680  0.545
H -3.19818 2.56375 -3.81132  0.301
H -0.01872 0.52707 -4.27973  0.175
H 1.03310 1.94940 -4.43814  0.178
H -0.16939 1.59655 -5.68250  0.556
H -0.03118 0.82598 4.18822  0.053
H -0.30761 -1.90986 5.52809  0.329
H -0.63289 -0.32626 6.22407  0.560
H 1.02108 -0.76725 5.83214  0.470
H -1.98104 -1.48549 3.81500  0.424
H -2.01310 1.20752 2.65853  -0.190
H -2.25934 -0.01262 4.73851  0.695
O 4.42960 6.74966 3.24194  -0.717
C 4.64032 5.99376 2.28333  0.131
O 5.30964 6.11361 1.23973  -0.716
C 3.91923 4.60737 2.36940  0.378
C 4.58553 3.45370 1.96626  -0.917
C 3.90146 2.25709 1.94931  -0.472
N 2.60080 2.15504 2.24459  0.592
C 1.97105 3.25581 2.66759  0.964
C 2.59700 4.49031 2.77419  -1.188
C 0.48382 3.08585 2.94855  -0.547
O -0.01816 3.57586 3.94935  -0.762
O -0.12143 2.40371 2.04272  -0.233
H 5.61948 3.49965 1.65177  0.483
H 4.40426 1.33715 1.66261  0.342
H 2.04992 5.33900 3.16091  0.579
N -2.28091 0.22248 2.67178  0.797
C -3.67586 0.04545 2.57334  -0.017
C -4.20986 -1.23415 2.40192  0.282
C -5.57326 -1.41218 2.25278  -0.800
C -6.43330 -0.32219 2.29056  -0.604
C -5.91380 0.94788 2.48563  -0.617
C -4.54631 1.13172 2.63322  -0.427
H -3.54866 -2.09264 2.36114  0.065
H -5.96721 -2.40682 2.08234  0.383
H -7.49979 -0.45848 2.16202  0.384
H -6.57263 1.80694 2.53535  0.401
H -4.14566 2.12636 2.79924  0.458

[3]
Entry from OMol25: a structure of composition C52H69AsMnN2O3 (ωB97M-V/def2-TZVPD).

Total charge: +1
Expectation value of S²: 6.046
Multiplicity: 5
Orbital gap (alpha / beta) (Ha): 0.261 / 0.304
HOMO energy (alpha / beta) (eV): -10.01 / -10.23

Each line ends with the Mulliken charge.
Cartesian coordinates (Å):
Mn 0.24263 0.16924 0.01214  0.942
C -0.00760 -2.87010 -0.32855  -1.438
N -0.89268 -1.76893 0.08424  1.008
C -2.04853 -1.68980 -0.82246  -0.691
C -1.34002 -1.92334 1.47679  -1.230
C -0.25211 -1.48076 2.44226  -1.212
N 0.27829 -0.13451 2.12111  1.567
C -0.50347 0.95487 2.76880  -2.067
C -1.94978 1.01782 2.39997  0.365
C -2.90612 0.95319 3.39252  -0.603
C -4.26007 1.10250 3.09823  -0.932
C -4.56857 1.38541 1.77880  -0.194
C -3.63254 1.47638 0.73498  0.145
C -2.29361 1.23075 1.05922  0.377
O -1.29945 1.16652 0.13178  0.089
C -4.20308 1.86709 -0.64167  2.765
C -3.16534 1.99705 -1.75269  -2.171
C -4.89443 3.23238 -0.51168  -1.925
C -5.23133 0.81664 -1.09422  -1.807
C -5.31019 0.97570 4.20377  2.002
C -6.73437 1.07181 3.65350  -2.045
C -5.10229 2.09829 5.23107  -1.645
C -5.15357 -0.38482 4.89958  -1.589
C 1.68378 0.00819 2.62555  -1.085
C 2.61718 -1.05017 2.13449  -0.440
C 3.34354 -1.82598 3.02834  -0.444
C 4.23720 -2.78118 2.56624  -0.401
C 4.38067 -2.88317 1.18461  -0.369
C 3.68437 -2.11823 0.24753  -0.020
C 2.75031 -1.21083 0.76163  0.246
O 1.93998 -0.47978 -0.03764  -0.401
C 3.99649 -2.36335 -1.24388  2.775
C 3.49181 -3.76046 -1.63428  -1.615
C 3.37229 -1.34300 -2.20017  -2.196
C 5.51730 -2.29464 -1.45587  -1.894
C 5.01682 -3.71626 3.49116  1.853
C 6.51795 -3.62056 3.18766  -1.626
C 4.79533 -3.36989 4.96299  -2.126
C 4.54347 -5.15939 3.25531  -1.567
H -0.54019 -3.82619 -0.29218  0.391
H 0.86761 -2.92281 0.31848  0.434
H 0.33747 -2.69247 -1.34710  0.221
H -2.58394 -2.64496 -0.85830  0.426
H -1.70438 -1.43765 -1.82550  -0.023
H -2.72759 -0.91109 -0.48240  0.035
H -1.59438 -2.96740 1.68969  0.549
H -2.23910 -1.32894 1.61276  0.388
H 0.58291 -2.17543 2.39116  0.675
H -0.63264 -1.49383 3.46734  0.400
H -0.00516 1.89022 2.50321  0.399
H -0.42195 0.83158 3.85261  0.415
H -2.58204 0.79532 4.41788  0.536
H -5.60706 1.55089 1.52025  0.451
H -2.41164 2.74889 -1.51112  0.100
H -3.68087 2.30477 -2.66550  0.686
H -2.65950 1.05459 -1.94858  0.090
H -4.17544 3.99716 -0.20600  0.417
H -5.70527 3.22162 0.21759  0.344
H -5.31667 3.52600 -1.47707  0.484
H -4.76631 -0.16932 -1.18363  0.247
H -5.63270 1.08833 -2.07524  0.487
H -6.07052 0.73200 -0.40163  0.393
H -6.94138 2.06002 3.23338  0.371
H -7.44745 0.90243 4.46318  0.445
H -6.92199 0.31963 2.88162  0.406
H -5.20899 3.07797 4.75883  0.352
H -4.10939 2.04870 5.68578  0.323
H -5.84276 2.02181 6.03203  0.464
H -5.25120 -1.20134 4.17899  0.358
H -5.92559 -0.50982 5.66316  0.439
H -4.18192 -0.47906 5.39035  0.332
H 1.66137 -0.01061 3.71862  0.408
H 2.02091 1.00049 2.31740  0.469
H 3.19786 -1.66764 4.09135  0.597
H 5.07987 -3.61909 0.80388  0.399
H 2.40817 -3.83070 -1.50244  0.175
H 3.95607 -4.54090 -1.02677  0.349
H 3.72076 -3.96610 -2.68392  0.476
H 2.28537 -1.35221 -2.18822  -0.244
H 3.70893 -1.56909 -3.21648  0.634
H 3.69627 -0.32925 -1.95474  0.369
H 6.05576 -3.08312 -0.92839  0.357
H 5.91050 -1.33294 -1.11686  0.401
H 5.74187 -2.40078 -2.52034  0.479
H 6.86888 -2.58994 3.28112  0.365
H 6.75378 -3.96841 2.17963  0.318
H 7.08196 -4.23847 3.89051  0.469
H 5.11015 -2.34756 5.18905  0.410
H 5.38462 -4.04438 5.58652  0.431
H 3.74774 -3.48463 5.25377  0.379
H 4.70916 -5.46917 2.22092  0.315
H 3.47562 -5.25496 3.46903  0.333
H 5.08602 -5.84986 3.90683  0.457
O 0.46747 0.46624 -1.93116  1.258
As 0.40556 1.70934 -3.07337  1.059
C -0.92426 1.20932 -4.34733  0.775
C -1.69386 2.08772 -5.09889  -0.843
C -2.63884 1.58559 -5.98029  -0.692
C -2.80962 0.21526 -6.11574  -0.683
C -2.02732 -0.66320 -5.37708  -0.776
C -1.08153 -0.16977 -4.49115  -0.257
C 0.18968 3.40062 -2.21420  0.427
C -0.31174 4.51355 -2.88343  -0.524
C -0.51511 5.69716 -2.19002  -0.873
C -0.20613 5.77418 -0.83828  -0.697
C 0.33657 4.67845 -0.18160  -0.755
C 0.53413 3.49042 -0.86928  -0.076
C 2.05769 1.76435 -4.00690  0.312
C 3.18057 2.23162 -3.32922  -0.452
C 4.40936 2.22879 -3.96855  -0.660
C 4.50900 1.76330 -5.27529  -0.550
C 3.38525 1.30597 -5.94895  -0.888
C 2.15028 1.30333 -5.31533  -0.385
H -1.58047 3.15601 -5.00716  0.198
H -3.24773 2.26808 -6.55867  0.447
H -3.55080 -0.16892 -6.80534  0.397
H -2.15213 -1.73245 -5.49286  0.438
H -0.47674 -0.84555 -3.90213  0.348
H -0.52531 4.47665 -3.94092  0.382
H -0.91438 6.56076 -2.70596  0.453
H -0.37728 6.69698 -0.29739  0.429
H 0.60701 4.75038 0.86375  0.496
H 0.98004 2.64600 -0.36213  -0.155
H 3.09787 2.59869 -2.31369  0.370
H 5.28963 2.58441 -3.44890  0.424
H 5.47114 1.75954 -5.77227  0.415
H 3.46898 0.95084 -6.96826  0.433
H 1.27120 0.94928 -5.83777  0.422

Which formula does entry 1 have?
C52H68BrN3O5P2Pt